*one*
The following is a DFT calculation (ωB97M-V with the def2-TZVPD basis set) of a 2-piece molecular cluster, C3H10NS overall.

## Properties
HOMO-LUMO gap	6.901	eV
E_LUMO	0.15953	Ha

```
! wB97M-V def2-TZVPD RIJCOSX def2/J DEFGRID3
* xyz -1 1
S -0.6711 0.1042 -0.4833
C -2.4560 2.1695 0.5297
H 2.1179 -3.2021 -0.3139
C -1.1931 1.3514 0.8752
H -2.3228 3.1636 0.2565
H 1.4451 -0.6456 -1.3540
N 1.9855 -1.4998 -1.5693
H -3.0873 2.1337 1.4875
H -0.5252 2.1955 0.9971
H 1.9395 -1.6415 0.4762
C 2.4599 -2.1359 -0.3437
H 3.5292 -2.0752 -0.1751
H -3.0725 1.5833 -0.1460
H -1.4765 0.6074 1.7783
H 1.3274 -2.1085 -2.0154
*
```

These are the Mulliken partial charges, in e, on atoms 1 to 5:
1. S -0.7177
2. C -0.9439
3. H 0.2158
4. C -0.4661
5. H 0.2958

*two*
The following is a DFT calculation (ωB97M-V with the def2-TZVPD basis set) of a 2-piece molecular cluster, C3H10NS overall.

## Properties
HOMO-LUMO gap	6.361	eV
E_LUMO	0.14830	Ha

```
! wB97M-V def2-TZVPD RIJCOSX def2/J DEFGRID3
* xyz -1 1
H 0.2202 -0.6159 -0.2920
H 2.5555 -2.0034 1.9538
H 1.5371 -0.1624 1.3144
H 1.2150 -0.1221 -1.4246
H 2.4256 -2.6433 0.2989
H -3.8922 1.6966 -0.4640
H -2.5701 2.6180 -1.1014
C 2.8075 -1.8299 0.9104
H -3.0621 1.0862 -1.8648
S -1.6951 0.7463 0.1604
H 3.8740 -1.8052 0.6747
C -2.8968 1.5961 -0.9069
C 2.1041 -0.5225 0.4496
N 1.1697 -0.7511 -0.6368
H 2.7777 0.2968 0.2453
*
```

These are the Mulliken partial charges, in e, on atoms 1 to 5:
1. H 0.0478
2. H 0.2894
3. H 0.1948
4. H 0.2637
5. H 0.3512

*three*
The following is a DFT calculation (ωB97M-V with the def2-TZVPD basis set) of a 2-piece molecular cluster, C3H10NS overall.

## Properties
HOMO-LUMO gap	6.038	eV
E_LUMO	0.14235	Ha

```
! wB97M-V def2-TZVPD RIJCOSX def2/J DEFGRID3
* xyz -1 1
H 2.3008 0.1172 -0.0958
C 1.2477 0.1183 -0.5846
H -0.0714 -0.9392 -1.8361
H 0.4743 0.2066 0.3262
H 1.8076 -2.6226 -0.2065
H 1.3488 0.9733 -1.2588
H -1.5853 1.3360 2.1190
S -2.1124 1.6178 -0.3225
C 0.8503 -2.3151 -0.6022
H 0.2693 -2.1654 0.3295
H 0.1454 -3.1809 -1.0935
H -1.0135 2.9293 1.3954
C -1.8312 2.1595 1.4273
N 0.9092 -1.0799 -1.4131
H -2.7397 2.8452 1.8156
*
```

These are the Mulliken partial charges, in e, on atoms 1 to 5:
1. H 0.2549
2. C -0.5417
3. H 0.3015
4. H 0.0927
5. H 0.2979

*four*
The following is a DFT calculation (ωB97M-V with the def2-TZVPD basis set) of a 2-piece molecular cluster, C3H10NS overall.

## Properties
HOMO-LUMO gap	6.667	eV
E_LUMO	0.15339	Ha

```
! wB97M-V def2-TZVPD RIJCOSX def2/J DEFGRID3
* xyz -1 1
H -3.4014 -0.0277 -1.3302
H -0.0636 1.1679 0.4337
N 0.9146 1.2635 0.7960
H -1.7835 0.0622 -1.6501
H 0.8299 1.5028 1.6707
H 1.2447 -2.1521 -0.3042
H 2.6446 -0.0128 1.0174
H 2.2310 -0.6691 -0.9900
H -2.4747 1.4694 -1.0265
S -2.1074 -0.2078 0.8674
C -2.4875 0.3732 -0.8736
H 0.3703 -0.8715 -0.8089
C 1.3796 -1.0079 -0.4466
H 1.1403 -0.7545 1.7093
C 1.5632 -0.1357 0.9356
*
```

These are the Mulliken partial charges, in e, on atoms 1 to 5:
1. H 0.3060
2. H 0.1564
3. N -0.6965
4. H 0.2111
5. H 0.2547

Stability summary - winner: *two*; margin: 0.589 eV.

*one*
The following is a DFT calculation (ωB97M-V with the def2-TZVPD basis set) of a 2-piece molecular cluster, C3H10NS overall.

## Properties
HOMO-LUMO gap	5.477	eV
E_LUMO	0.12967	Ha

```
! wB97M-V def2-TZVPD RIJCOSX def2/J DEFGRID3
* xyz -1 1
H 2.1532 0.0825 1.8436
H 1.8770 -1.4841 1.2839
H 2.9970 -0.4700 0.3847
H -1.6592 -1.1617 -0.7702
H -0.2921 1.7913 0.0389
H 1.1899 2.1653 0.8426
H -3.2941 -1.6410 -0.9887
C 2.0374 -0.4644 0.9009
C -2.5151 -1.0153 -1.4404
C 0.4555 1.3517 0.6969
H -2.1766 -1.4720 -2.3797
N 0.9380 0.1007 0.1462
H 0.0186 1.1785 1.6814
H 1.1967 0.2598 -0.8157
S -2.9262 0.7787 -1.4245
*
```

These are the Mulliken partial charges, in e, on atoms 1 to 5:
1. H 0.2680
2. H 0.2465
3. H 0.2498
4. H 0.1128
5. H 0.2932

*two*
The following is a DFT calculation (ωB97M-V with the def2-TZVPD basis set) of a 2-piece molecular cluster, C3H10NS overall.

## Properties
HOMO-LUMO gap	6.333	eV
E_LUMO	0.15304	Ha

```
! wB97M-V def2-TZVPD RIJCOSX def2/J DEFGRID3
* xyz -1 1
H -2.5962 -1.1181 -0.2070
H 0.2790 3.0459 -0.5368
H 0.7792 -1.0479 1.6463
H 1.2013 3.3106 -2.0154
S 1.1610 0.9635 -1.4971
C -1.6678 -0.7607 0.2499
H -1.1945 -2.5788 1.2022
H -1.9080 -0.1837 1.1573
H -1.1158 -0.1323 -0.4498
H 1.0865 -2.6029 0.8358
C 0.5681 -1.6417 0.7410
H 2.0555 3.0154 -0.4662
N -0.8373 -1.9282 0.5212
C 1.1862 2.7555 -1.0749
H 1.0028 -1.0964 -0.1064
*
```

These are the Mulliken partial charges, in e, on atoms 1 to 5:
1. H 0.2579
2. H 0.1804
3. H 0.2270
4. H 0.1963
5. S -0.6513

Stability summary - winner: *two*; margin: 0.275 eV.

*one*
The following is a DFT calculation (ωB97M-V with the def2-TZVPD basis set) of C3H5NS as an isolated structure.

## Properties
HOMO-LUMO gap	9.378	eV
E_LUMO	0.03410	Ha

```
! wB97M-V def2-TZVPD RIJCOSX def2/J DEFGRID3
* xyz 0 1
H 2.4917 -0.0991 0.0766
C -0.7109 0.8449 0.5596
N 0.7423 -1.0936 -0.1944
H -1.6070 1.5332 0.5636
S -0.9256 -0.7288 -0.2387
H 1.1802 2.0811 0.5840
H -0.5771 0.6072 1.6332
C 1.3626 0.0262 -0.0183
C 0.6243 1.3503 0.0137
H 0.4692 1.8655 -1.0086
*
```

These are the Mulliken partial charges, in e, on atoms 1 to 5:
1. H 0.3401
2. C -0.5289
3. N -0.4055
4. H 0.3399
5. S -0.0279

*two*
The following is a DFT calculation (ωB97M-V with the def2-TZVPD basis set) of an isolated molecule of C3H5NS.

## Properties
HOMO-LUMO gap	8.312	eV
SMILES	C/N=C/C=S
E_LUMO	-0.01491	Ha

```
! wB97M-V def2-TZVPD RIJCOSX def2/J DEFGRID3
* xyz 0 1
C -1.3068 -0.2933 -0.1755
H 1.6503 -0.1146 -0.4779
H -3.0703 1.1336 -0.7524
H 1.2729 0.9413 1.0532
H -1.2990 -1.1736 0.4797
N -0.2698 0.3442 -0.3240
C -2.5749 0.1903 -1.1462
C 0.9363 0.1322 0.3781
H 0.9081 -0.8029 0.8457
S -3.2451 -0.7069 -2.2906
*
```

These are the Mulliken partial charges, in e, on atoms 1 to 5:
1. C -0.0235
2. H 0.2575
3. H 0.2702
4. H 0.2379
5. H 0.3549

Stability summary - winner: *one*; margin: 1.439 eV.

*one*
The following is a DFT calculation (ωB97M-V with the def2-TZVPD basis set) of an isolated molecule of CH4N2O2.

## Properties
HOMO-LUMO gap	11.051	eV
SMILES	[H]/N=[N+](/[O-])OC
E_LUMO	0.02255	Ha

```
! wB97M-V def2-TZVPD RIJCOSX def2/J DEFGRID3
* xyz 0 1
N -2.7892 -0.6871 -0.1648
H -2.7060 -1.4724 -0.7947
O -1.6666 1.0883 0.7204
O -0.5003 -0.4295 -0.4824
H 0.5283 1.3916 -0.7783
N -1.7587 0.0606 0.0841
H 0.5225 0.9739 0.7296
H 1.3984 -0.1480 -0.1736
C 0.5705 0.4649 -0.2342
*
```

These are the Mulliken partial charges, in e, on atoms 1 to 5:
1. N -0.8112
2. H 0.2784
3. O -0.5907
4. O -0.3136
5. H 0.3096

*two*
The following is a DFT calculation (ωB97M-V with the def2-TZVPD basis set) of an isolated molecule of CH4N2O2.

## Properties
HOMO-LUMO gap	10.127	eV
SMILES	NC[N+](=O)[O-]
E_LUMO	-0.00107	Ha

```
! wB97M-V def2-TZVPD RIJCOSX def2/J DEFGRID3
* xyz 0 1
O -2.1251 0.7759 -0.0581
H 0.4028 0.7497 -1.2940
H 1.7570 -0.1578 0.8446
C 0.1450 0.4761 -0.2044
H 0.3748 1.4004 0.4655
N -1.2290 -0.0478 -0.1150
N 1.2117 -0.5176 0.0849
O -1.3685 -1.2580 -0.0577
H 0.8313 -1.4209 0.3340
*
```

These are the Mulliken partial charges, in e, on atoms 1 to 5:
1. O -0.5245
2. H 0.2218
3. H 0.2331
4. C -0.2720
5. H 0.2774

*three*
The following is a DFT calculation (ωB97M-V with the def2-TZVPD basis set) of CH4N2O2 as an isolated structure.

## Properties
HOMO-LUMO gap (alpha / beta)	8.712 / 8.711	eV
E_LUMO (alpha / beta)	0.01352 / 0.01352	Ha

```
! wB97M-V def2-TZVPD RIJCOSX def2/J DEFGRID3
* xyz 0 1
O 1.1631 2.0424 -0.9206
O -1.2058 3.1522 -0.4327
H -0.1031 -0.5376 0.7475
H -1.4376 1.4366 0.6842
H 1.6895 -0.3540 0.5098
N 0.2663 1.5017 -0.3553
H 0.4042 -0.6804 -1.0322
C 0.5857 -0.2698 0.0365
N -0.9211 1.9803 -0.0561
*
```

These are the Mulliken partial charges, in e, on atoms 1 to 5:
1. O -0.5714
2. O -0.5976
3. H 0.3015
4. H 0.2747
5. H 0.2443

*four*
The following is a DFT calculation (ωB97M-V with the def2-TZVPD basis set) of a 2-piece molecular cluster, CH4N2O2 overall.

## Properties
HOMO-LUMO gap (alpha / beta)	7.680 / 7.679	eV
E_LUMO (alpha / beta)	-0.03540 / -0.03540	Ha

```
! wB97M-V def2-TZVPD RIJCOSX def2/J DEFGRID3
* xyz 0 1
C 0.8241 -1.1413 -0.2435
H 0.1817 -1.5999 0.3646
H 0.7100 -1.2189 -1.3698
H 1.9040 -1.1632 0.0699
O -1.8032 1.9145 0.2171
H -1.4931 -0.0322 -0.3874
N 0.0277 0.7822 0.4264
O 0.7943 1.5686 0.9436
N -1.1455 0.8902 -0.0209
*
```

These are the Mulliken partial charges, in e, on atoms 1 to 5:
1. C -0.6634
2. H 0.4093
3. H 0.2421
4. H 0.2562
5. O -0.6207

Stability summary - winner: *two*; margin: 1.377 eV.

*one*
The following is a DFT calculation (ωB97M-V with the def2-TZVPD basis set) of CH4N2O2 as an isolated structure.

## Properties
HOMO-LUMO gap	9.084	eV
E_LUMO	0.01211	Ha

```
! wB97M-V def2-TZVPD RIJCOSX def2/J DEFGRID3
* xyz 0 1
H 1.8241 1.0274 0.2253
H -2.0372 -1.4559 0.3073
H -0.3297 2.0586 -0.0491
C -0.1747 0.8778 -0.0305
O 1.6230 -0.9587 0.0357
N 1.2292 0.4381 -0.2658
O -1.1422 -0.9914 -0.2328
H 0.4258 -1.3202 -0.0135
N -1.4182 0.3243 0.0234
*
```

These are the Mulliken partial charges, in e, on atoms 1 to 5:
1. H 0.2589
2. H 0.4007
3. H 0.2673
4. C 0.1053
5. O -0.4681

*two*
The following is a DFT calculation (ωB97M-V with the def2-TZVPD basis set) of a 2-piece molecular cluster, CH4N2O2 overall.

## Properties
HOMO-LUMO gap	9.423	eV
SMILES	O=C=O.NN
E_LUMO	0.02610	Ha

```
! wB97M-V def2-TZVPD RIJCOSX def2/J DEFGRID3
* xyz 0 1
O -1.4335 -0.5231 1.2001
H 1.3982 -0.9595 0.5701
C -1.4667 0.5946 0.9394
N 0.4539 0.3581 -0.6013
O -1.6020 1.7190 0.7621
N 1.0355 -0.9655 -0.3824
H 0.2484 -1.6143 -0.3764
H 0.1427 0.3680 -1.5720
H 1.2235 1.0228 -0.5395
*
```

These are the Mulliken partial charges, in e, on atoms 1 to 5:
1. O -0.4030
2. H 0.2579
3. C 0.7921
4. N -0.4268
5. O -0.3946

*three*
The following is a DFT calculation (ωB97M-V with the def2-TZVPD basis set) of CH4N2O2 as an isolated structure.

## Properties
HOMO-LUMO gap (alpha / beta)	8.313 / 8.307	eV
E_LUMO (alpha / beta)	-0.01290 / -0.01297	Ha

```
! wB97M-V def2-TZVPD RIJCOSX def2/J DEFGRID3
* xyz 0 1
N -0.9724 0.3486 0.1082
O -0.9175 1.4211 0.6296
N -2.4411 -0.7742 -0.1269
H 2.0045 -0.1779 -1.0136
C 1.3530 0.1667 -0.0435
H 1.1991 1.2325 -0.0069
O 0.0411 -0.3792 -0.2661
H 1.6554 -0.2389 0.8888
H -1.9221 -1.5987 -0.1697
*
```

These are the Mulliken partial charges, in e, on atoms 1 to 5:
1. N 0.5652
2. O -0.4769
3. N -0.3405
4. H 0.2052
5. C -0.5054

Stability summary - winner: *two*; margin: 5.921 eV.